Record 1
66
Properties=species:S:1:pos:R:3 method="wB97M-V/def2-TZVPD" multiplicity=1 mol_weight_g_mol=575.47 gap_ev=4.66 fmax_ha_per_bohr=0.1857 total_charge=+2
Br -5.80 0.76 1.05
N -3.98 0.24 1.22
C -3.13 -0.12 0.01
C -1.54 -0.63 0.11
C -0.89 -0.73 1.61
C 0.61 -1.24 2.00
C 1.28 -2.58 1.31
C 2.80 -3.04 1.82
N 3.58 -2.27 2.90
C 4.93 -2.84 3.29
C 5.02 -3.41 4.83
C 3.63 -4.08 5.39
C 3.15 -5.44 4.61
S 4.55 -6.53 4.01
C 4.44 -6.90 2.18
N 3.44 -7.70 1.35
N 4.01 -7.57 0.06
C 5.29 -6.75 -0.02
O 5.52 -6.31 1.37
C 2.99 -1.00 3.54
C 1.48 -0.42 3.13
C -1.86 -0.29 2.90
C -3.42 0.19 2.63
H -3.63 -0.06 -1.04
H -0.91 -0.93 -0.84
H 0.70 -3.20 0.49
H 3.23 -4.02 1.30
H 5.17 -3.74 2.54
H 5.75 -2.02 3.13
H 5.91 -4.18 4.99
H 5.28 -2.50 5.57
H 2.71 -3.33 5.35
H 3.78 -4.38 6.53
H 2.46 -5.13 3.69
H 2.47 -6.11 5.32
H 5.98 -6.47 -0.92
H 3.58 -0.37 4.36
H 1.01 0.55 3.64
H -1.41 -0.34 4.00
H -4.05 0.47 3.59
O -3.28 3.94 -6.12
P -2.97 3.52 -4.66
O -4.11 4.51 -3.98
C -5.44 4.04 -3.98
C -5.62 2.83 -3.09
O -1.66 4.55 -4.59
C -1.00 5.00 -5.76
C -1.59 6.32 -6.23
O -2.62 3.05 -3.03
C -1.53 3.58 -2.28
C -1.78 5.00 -1.78
H -5.75 3.81 -5.01
H -6.08 4.85 -3.62
H -5.05 1.97 -3.47
H -6.67 2.54 -3.03
H -5.25 3.03 -2.08
H -1.02 4.24 -6.55
H 0.06 5.15 -5.51
H -2.68 6.30 -6.31
H -1.18 6.60 -7.21
H -1.34 7.12 -5.52
H -0.60 3.49 -2.84
H -1.41 2.93 -1.40
H -2.06 5.69 -2.58
H -0.89 5.39 -1.29
H -2.61 5.01 -1.07


Record 2
8
Properties=species:S:1:pos:R:3 method="wB97M-V/def2-TZVPD" multiplicity=1 mol_weight_g_mol=222.07 e_above_lowest_kj_mol=238.5 gap_ev=7.55 fmax_ha_per_bohr=0.1167 total_charge=0
C -0.10 -0.81 0.54
O 1.59 1.96 -2.88
S -0.40 -2.54 -1.72
S 0.53 -1.06 -0.98
I 2.67 2.09 -1.21
H 0.22 0.12 1.04
H -0.99 -1.54 0.82
H 2.02 1.72 -3.62